No. 1
{
  "formula": "C2H4O3Sr",
  "method": "ωB97M-V/def2-TZVPD",
  "orbital_gap_ev": 4.04,
  "e_homo_ev": -5.21,
  "largest_force_ev_per_a": 2.40,
  "lumo_energy_ev": -1.166,
  "symbols": ["O", "C", "C", "O", "H", "H", "H", "Sr", "O", "H"],
  "positions_angstrom": [[1.3185, -0.7467, 0.6348], [1.8067, 0.4334, 0.5608], [1.3953, 1.1281, -0.7416], [0.3462, 0.5707, -1.4579], [-2.3018, -0.9985, 1.8425], [2.3374, 1.1782, -1.3358], [1.2010, 2.1829, -0.4375], [-0.5077, -1.1842, -0.5398], [-2.3379, -1.2493, 0.8774], [-3.2576, -1.3146, 0.5971]]
}

No. 2
{
  "formula": "C27H18AuBrFN2O2Se",
  "method": "ωB97M-V/def2-TZVPD",
  "orbital_gap_ev": [7.13, 5.60],
  "total_charge": -1,
  "e_homo_ev": [-4.74, -5.03],
  "spin_multiplicity": 3,
  "largest_force_ev_per_a": 0.77,
  "lumo_energy_ev": [2.389, 0.569],
  "relative_energy_ev": 0.299,
  "symbols": ["Au", "Br", "C", "C", "N", "C", "C", "C", "C", "O", "O", "H", "H", "H", "C", "C", "C", "C", "C", "C", "C", "C", "C", "C", "C", "C", "C", "C", "H", "H", "H", "H", "H", "H", "H", "H", "H", "H", "H", "F", "C", "C", "C", "C", "C", "C", "H", "H", "H", "H", "Se", "C", "N"],
  "positions_angstrom": [[-0.6323, 0.6947, 0.0212], [0.1276, 2.3739, 7.3480], [0.0518, 0.7598, 6.3565], [0.1237, -0.4496, 7.0264], [0.0795, -1.6210, 6.3868], [-0.0402, -1.5932, 5.0549], [-0.1172, -0.4238, 4.3121], [-0.0725, 0.7881, 4.9827], [-0.2486, -0.5014, 2.8050], [-0.3975, -1.6090, 2.2916], [-0.2766, 0.6385, 2.2137], [0.2194, -0.4743, 8.1071], [-0.0747, -2.5445, 4.5359], [-0.1328, 1.7131, 4.4243], [5.6710, -3.0642, 0.3745], [4.5260, -3.8284, 0.2024], [3.2902, -3.2096, 0.0683], [3.1695, -1.8212, 0.0961], [4.3278, -1.0617, 0.2798], [5.5636, -1.6783, 0.4149], [1.8100, -1.2375, -0.0570], [1.5049, 0.0366, -0.1870], [2.1641, 1.3026, -0.3772], [2.6799, 1.6459, -1.6384], [3.2416, 2.8909, -1.8445], [3.2876, 3.8211, -0.8071], [2.7697, 3.4967, 0.4419], [2.2012, 2.2513, 0.6602], [6.6373, -3.5427, 0.4848], [4.5930, -4.9093, 0.1780], [2.3955, -3.8100, -0.0550], [4.2609, 0.0180, 0.3261], [6.4491, -1.0713, 0.5598], [0.9995, -1.9616, -0.0113], [2.6110, 0.9253, -2.4435], [3.6266, 3.1522, -2.8228], [3.7015, 4.8064, -0.9825], [2.7877, 4.2261, 1.2422], [1.7613, 1.9915, 1.6183], [-6.5950, -0.9531, 0.2652], [-5.2853, -0.6042, 0.1915], [-4.3481, -1.5941, -0.0132], [-3.0053, -1.2324, -0.0859], [-2.6334, 0.0982, 0.0454], [-3.5991, 1.0768, 0.2486], [-4.9449, 0.7249, 0.3239], [-4.6643, -2.6260, -0.1096], [-2.2578, -2.0044, -0.2289], [-3.3209, 2.1235, 0.3323], [-5.7166, 1.4694, 0.4795], [-0.9729, 4.8850, -2.2207], [-0.7963, 3.1336, -1.9345], [-0.6759, 1.9794, -1.7685]]
}